No. 1
ORCA calculation (ωB97M-V/def2-TZVPD) on the molecule C18H21N5O4S2.

HOMO energy = -7.78 eV
HOMO-LUMO gap = 8.28 eV
LUMO = 0.50 eV
Relative energy (zero: lowest compared OMol25 entry of this formula, charge and spin) = 27.9 kJ/mol

Last columns: bonded neighbours and bond lengths (Å).
Element x y z (Å)
1 C 8.44885 -0.10376 0.68248  O2 1.423, H30 1.091, H31 1.087, H32 1.092
2 O 7.17988 -0.60020 1.09088  C1 1.423, C3 1.327
3 C 6.16206 -0.36256 0.27271  O2 1.327, O4 1.204, C5 1.518
4 O 6.26848 0.19522 -0.78926  C3 1.204
5 C 4.87115 -0.91698 0.84802  C3 1.518, C6 1.548, H33 1.092, H34 1.089
6 C 3.65281 -0.02022 0.52001  C5 1.548, C7 1.538, N12 1.444, H35 1.097
7 C 4.12370 1.44419 0.53979  C6 1.538, O8 1.214, N9 1.341
8 O 4.81349 1.84514 1.45462  C7 1.214
9 N 3.70747 2.24464 -0.45188  C7 1.341, C10 1.445, H36 1.010
10 C 3.00292 1.80658 -1.63515  N9 1.445, C11 1.523, H37 1.091, H38 1.098
11 C 3.35889 0.34636 -1.88396  C10 1.523, N12 1.448, H39 1.090, H40 1.093
12 N 2.98841 -0.40517 -0.70245  C6 1.444, C11 1.448, C13 1.356
13 C 2.02414 -1.35255 -0.80532  N12 1.356, O14 1.214, C15 1.520
14 O 1.49759 -1.62459 -1.86456  C13 1.214
15 C 1.59601 -2.04946 0.47557  C13 1.520, S16 1.831, H41 1.089, H42 1.087
16 S 0.53314 -0.91373 1.44233  C15 1.831, C17 1.733
17 C -1.01788 -1.35514 0.80859  S16 1.733, N18 1.281, S29 1.767
18 N -1.30176 -2.46603 0.23646  C17 1.281, N19 1.321
19 N -2.56336 -2.57234 -0.14098  N18 1.321, C20 1.298
20 C -3.29653 -1.53864 0.14087  N19 1.298, N21 1.347, S29 1.769
21 N -4.60468 -1.52415 -0.18020  C20 1.347, C22 1.390, H43 1.013
22 C -5.60125 -0.56544 -0.03544  N21 1.390, C23 1.396, C28 1.391
23 C -6.86709 -0.88568 -0.53009  C22 1.396, C24 1.379, H44 1.081
24 C -7.90941 0.01084 -0.42792  C23 1.379, C25 1.391, H45 1.080
25 C -7.72900 1.25448 0.16795  C24 1.391, C26 1.498, C27 1.388
26 C -8.86861 2.21787 0.29538  C25 1.498, H46 1.091, H47 1.088, H48 1.087
27 C -6.46889 1.56526 0.65938  C25 1.388, C28 1.383, H49 1.080
28 C -5.41493 0.67524 0.56441  C22 1.391, C27 1.383, H50 1.077
29 S -2.39196 -0.25445 0.95432  C17 1.767, C20 1.769
30 H 8.42420 0.98643 0.63949  C1 1.091
31 H 9.16163 -0.44074 1.43014  C1 1.087
32 H 8.70939 -0.49264 -0.30395  C1 1.092
33 H 4.71850 -1.91331 0.42704  C5 1.092
34 H 5.00293 -1.00194 1.92564  C5 1.089
35 H 2.94325 -0.08932 1.35319  C6 1.097
36 H 4.02372 3.20207 -0.39945  N9 1.010
37 H 3.30403 2.42429 -2.48302  C10 1.091
38 H 1.91922 1.90830 -1.49137  C10 1.098
39 H 2.80477 -0.06229 -2.72919  C11 1.090
40 H 4.43539 0.25165 -2.04918  C11 1.093
41 H 0.97651 -2.90873 0.22253  C15 1.089
42 H 2.42363 -2.33806 1.11845  C15 1.087
43 H -4.89209 -2.37872 -0.64193  N21 1.013
44 H -7.02558 -1.84654 -0.99934  C23 1.081
45 H -8.87991 -0.25777 -0.81900  C24 1.080
46 H -9.42901 2.01445 1.20863  C26 1.091
47 H -9.55199 2.12249 -0.54530  C26 1.088
48 H -8.50720 3.24218 0.34326  C26 1.087
49 H -6.30133 2.52415 1.12758  C27 1.080
50 H -4.45366 0.95938 0.95922  C28 1.077

No. 2
ORCA calculation (ωB97M-V/def2-TZVPD) on the molecule C18H21NO.

HOMO energy = -9.01 eV
HOMO-LUMO gap = 9.65 eV
LUMO = 0.64 eV
Relative energy (zero: lowest compared OMol25 entry of this formula, charge and spin) = 1463.1 kJ/mol

Last columns: bonded neighbours and bond lengths (Å).
Element x y z (Å)
1 O -1.07970 0.14325 2.71590  C2 1.257
2 C -0.75662 -0.49561 1.68287  O1 1.257, C3 1.219, N12 1.341
3 C -1.22180 -0.46486 0.55706  C2 1.219, C4 1.464, H21 1.102, H22 1.123
4 C -0.68711 0.44220 -0.45950  C3 1.464, C5 1.677, H23 1.188, H24 1.133
5 C -1.43457 0.41031 -1.95990  C4 1.677, C6 1.376, H25 1.272, H26 1.083
6 C -2.71722 0.90353 -2.03596  C5 1.376, C7 1.582, C11 1.269
7 C -3.92404 -0.07939 -1.75167  C6 1.582, C8 1.246, H27 1.224
8 C -5.02826 0.49855 -1.74814  C7 1.246, C9 1.398, H28 1.301
9 C -5.40887 1.84040 -1.65781  C8 1.398, C10 1.257, H29 1.000
10 C -4.41887 2.60254 -1.52343  C9 1.257, C11 1.487, H30 1.122
11 C -3.04066 2.10104 -1.77028  C6 1.269, C10 1.487, H31 1.149
12 N 0.35948 -1.23217 1.78362  C2 1.341, C13 1.414, H32 1.135
13 C 1.45257 -1.33261 2.67551  N12 1.414, C14 1.502, H33 1.020, H34 1.246
14 C 2.56799 -0.32727 2.70371  C13 1.502, C15 1.498, H35 1.191, H36 1.103
15 C 3.34729 -0.56388 1.44594  C14 1.498, C16 1.281, C20 1.431
16 C 4.19031 -1.51244 1.27146  C15 1.281, C17 1.179, H37 1.189
17 C 4.84303 -1.82221 0.33989  C16 1.179, C18 1.411, H38 1.094
18 C 4.66297 -1.13976 -0.88243  C17 1.411, C19 1.462, H39 1.275
19 C 3.76573 -0.00359 -1.08786  C18 1.462, C20 1.683, H40 1.030
20 C 3.05745 0.36198 0.39420  C15 1.431, C19 1.683, H41 0.946
21 H -2.28701 -0.23709 0.72547  C3 1.102
22 H -1.31310 -1.39273 -0.06861  C3 1.123
23 H -0.63685 1.55615 -0.05041  C4 1.188
24 H 0.28676 -0.11547 -0.61286  C4 1.133
25 H -0.74581 1.30919 -2.53916  C5 1.272
26 H -1.31189 -0.60565 -2.31406  C5 1.083
27 H -3.68242 -1.24522 -2.03384  C7 1.224
28 H -6.04736 -0.29589 -1.60022  C8 1.301
29 H -6.37024 2.10672 -1.58849  C9 1.000
30 H -4.50317 3.71664 -1.62065  C10 1.122
31 H -2.28197 2.95977 -1.68040  C11 1.149
32 H 0.86043 -1.60709 0.83719  N12 1.135
33 H 1.94693 -2.17916 2.95735  C13 1.020
34 H 1.00357 -0.80766 3.71230  C13 1.246
35 H 3.28258 -0.18616 3.64597  C14 1.191
36 H 2.17458 0.70251 2.68466  C14 1.103
37 H 4.25534 -2.19265 2.24456  C16 1.189
38 H 5.61286 -2.54416 0.05175  C17 1.094
39 H 5.15638 -1.12409 -2.05760  C18 1.275
40 H 3.65806 0.79916 -1.72470  C19 1.030
41 H 2.41323 1.05288 0.33855  C20 0.946